[1]
Formula: H18O9
Source: OMol25
Level of theory: the ωB97M-V functional and the def2-TZVPD basis

Structure (XYZ):
```
27
Properties=species:S:1:pos:R:3:lowdin_charge:R:1
H 0.317 -1.188 -0.387 0.07
H -0.264 0.213 -0.286 0.05
H -1.971 1.460 3.301 0.07
H -1.066 2.031 2.221 0.04
H 0.913 -0.028 -2.947 0.01
H 1.306 -1.327 -3.632 0.05
H 3.810 -0.256 -1.836 0.05
H 2.323 -0.340 -1.530 -0.02
H 1.285 2.746 3.256 0.04
H 0.535 1.847 2.286 -0.01
H 3.809 -3.941 -0.766 0.03
H 4.503 -2.632 -1.104 0.00
H -3.500 0.164 -2.546 0.03
H -3.274 1.589 -3.025 0.03
H -5.367 2.264 1.053 0.03
H -4.598 1.033 0.600 0.02
H 0.746 -1.532 3.300 0.04
H 0.068 -0.837 2.131 -0.01
O 0.567 -0.258 -0.418 -0.04
O -1.181 1.258 2.786 -0.06
O 1.496 -0.382 -3.628 -0.06
O 3.129 -0.870 -1.539 -0.07
O 1.212 1.827 2.972 -0.06
O 4.681 -3.534 -0.813 -0.07
O -3.963 0.924 -2.915 -0.05
O -5.493 1.360 0.742 -0.06
O -0.024 -1.592 2.723 -0.06
```

The calculation puts the molar mass at 162.13 g mol⁻¹. The SMILES is O.O.O.O.O.O.O.O.O. The LUMO energy is -0.738 eV. As for the total charge: 0. The relative energy (zero: lowest compared OMol25 entry of this formula, charge and spin) is 349.88 kJ/mol.

---

[2]
Formula: H18O9
Source: OMol25
Level of theory: the ωB97M-V functional and the def2-TZVPD basis

Structure (XYZ):
```
27
Properties=species:S:1:pos:R:3:lowdin_charge:R:1
H -0.624 0.159 0.083 0.02
H -0.403 -1.312 0.486 0.04
H 3.071 0.632 -0.913 0.02
H 4.166 -0.294 -1.536 0.08
H 1.163 4.018 0.706 -0.03
H 2.299 4.580 1.461 0.03
H -0.014 0.642 -2.541 0.06
H 1.044 0.223 -3.360 0.05
H -0.746 -3.715 1.332 0.04
H -1.601 -2.554 1.056 -0.02
H 0.548 -3.657 -0.755 -0.02
H 0.339 -2.112 -1.130 0.00
H -6.031 -0.030 0.651 0.03
H -4.549 -0.006 0.210 0.04
H -3.106 1.763 -0.917 0.08
H -2.007 2.318 -0.160 -0.02
H 3.849 -1.257 3.048 -0.01
H 2.901 -0.210 2.753 0.07
O -0.782 -0.719 -0.181 -0.03
O 3.508 0.454 -1.757 -0.11
O 1.425 4.238 1.530 0.01
O 0.992 0.689 -2.506 -0.10
O -1.493 -3.222 1.707 -0.03
O 0.659 -2.988 -1.372 -0.02
O -5.409 0.451 0.101 -0.07
O -2.891 2.586 -0.335 -0.07
O 3.693 -0.675 2.341 -0.06
```

The calculation puts the molar mass at 162.13 g mol⁻¹. The SMILES is O.O.O.O.O.O.O.O.O. The LUMO energy is -0.408 eV. As for the total charge: 0. The relative energy (zero: lowest compared OMol25 entry of this formula, charge and spin) is 410.73 kJ/mol.

---

[3]
Formula: H18O9
Source: OMol25
Level of theory: the ωB97M-V functional and the def2-TZVPD basis

Structure (XYZ):
```
27
Properties=species:S:1:pos:R:3:lowdin_charge:R:1
O -1.288 -0.852 4.277 -0.07
H -0.627 -0.260 3.905 -0.03
H -2.008 -0.855 3.653 0.02
O 0.541 0.745 3.020 -0.04
H 1.131 1.482 3.207 0.05
H 1.133 0.180 2.525 0.04
O -3.394 -0.635 -1.384 -0.04
H -3.934 0.139 -1.207 0.04
H -2.855 -0.511 -2.162 -0.02
O 1.467 2.403 1.067 -0.07
H 0.882 1.756 0.634 0.04
H 0.750 2.881 1.533 0.08
O -0.424 0.015 -1.183 -0.08
H -1.101 0.155 -1.888 -0.02
H 0.372 0.222 -1.695 0.01
O 1.725 2.074 -1.564 -0.07
H 1.886 2.901 -2.019 0.04
H 2.061 2.343 -0.686 0.01
O 1.291 -2.154 1.289 -0.05
H 1.618 -2.824 0.696 0.01
H 1.052 -1.415 0.729 0.00
O -1.752 0.566 -3.461 -0.09
H -2.142 0.111 -4.288 0.13
H -0.974 1.070 -3.777 0.08
O 1.806 -2.436 -1.435 -0.07
H 1.978 -2.627 -2.386 0.07
H 0.856 -2.327 -1.558 0.03
```

The calculation puts the molar mass at 162.14 g mol⁻¹. The SMILES is O.O.O.O.O.O.O.O.O. The LUMO energy is -0.259 eV. As for the total charge: 0. The relative energy (zero: lowest compared OMol25 entry of this formula, charge and spin) is 277.41 kJ/mol.

---

[4]
Formula: H18O9
Source: OMol25
Level of theory: the ωB97M-V functional and the def2-TZVPD basis

Structure (XYZ):
```
27
Properties=species:S:1:pos:R:3:lowdin_charge:R:1
H -0.595 -2.113 -0.759 0.00
H 0.234 -0.971 -0.193 0.02
H -2.814 0.015 -2.150 0.04
H -3.641 -1.039 -1.433 0.04
H -4.949 1.279 1.571 0.04
H -3.487 0.922 1.362 0.01
H 1.514 2.767 0.722 0.03
H 2.313 4.036 0.477 0.04
H 3.428 -1.319 -0.890 0.06
H 2.437 -0.312 -1.448 0.06
H 5.555 0.863 0.772 0.03
H 4.475 0.020 0.115 -0.02
H 0.107 -2.702 0.985 0.01
H 1.421 -3.466 1.015 0.05
H -1.188 2.456 -0.231 0.02
H -0.778 2.677 -1.678 0.03
H -1.616 -1.290 0.967 0.05
H -2.347 -2.623 1.010 0.07
O 0.209 -1.605 -0.918 -0.10
O -3.153 -0.223 -1.280 -0.07
O -4.057 1.615 1.715 -0.06
O 2.098 3.185 0.079 -0.06
O 2.931 -0.529 -0.650 -0.05
O 4.675 0.502 0.926 -0.08
O 0.643 -3.312 0.466 -0.07
O -1.300 3.068 -0.968 -0.06
O -2.117 -1.901 0.414 -0.05
```

The calculation puts the molar mass at 162.13 g mol⁻¹. The SMILES is O.O.O.O.O.O.O.O.O. The LUMO energy is -0.172 eV. As for the total charge: 0. The relative energy (zero: lowest compared OMol25 entry of this formula, charge and spin) is 402.45 kJ/mol.

---

[5]
Formula: H18O9
Source: OMol25
Level of theory: the ωB97M-V functional and the def2-TZVPD basis

Structure (XYZ):
```
27
Properties=species:S:1:pos:R:3:lowdin_charge:R:1
H 0.112 0.041 1.880 0.07
H 1.235 1.065 1.853 0.08
H -2.423 3.077 2.901 0.04
H -1.571 1.892 2.474 0.01
H 3.772 -1.448 1.601 0.06
H 5.135 -0.950 1.149 0.06
H -0.782 -4.171 -1.255 0.03
H -0.224 -4.066 0.155 0.03
H 1.888 -0.532 0.402 -0.03
H 3.307 -0.009 0.247 0.02
H 1.844 1.372 -2.494 0.03
H 3.276 1.587 -2.034 0.03
H -3.639 -3.091 -0.862 0.03
H -2.919 -1.920 -0.215 -0.01
H -1.086 4.147 -0.322 0.02
H -1.781 4.235 -1.671 0.03
H -1.790 -0.186 -0.839 0.03
H -2.353 0.523 -2.060 0.04
O 0.888 0.304 1.373 -0.03
O -2.456 2.121 2.780 -0.05
O 4.272 -0.639 1.447 -0.09
O -0.861 -4.558 -0.375 -0.06
O 2.761 -0.786 0.083 -0.13
O 2.753 1.373 -2.815 -0.06
O -3.695 -2.482 -0.116 -0.06
O -1.505 4.775 -0.922 -0.05
O -2.409 -0.304 -1.568 -0.05
```

The calculation puts the molar mass at 162.13 g mol⁻¹. The SMILES is O.O.O.O.O.O.O.O.O. The LUMO energy is -0.770 eV. As for the total charge: 0. The relative energy (zero: lowest compared OMol25 entry of this formula, charge and spin) is 453.37 kJ/mol.

---

[6]
Formula: H18O9
Source: OMol25
Level of theory: the ωB97M-V functional and the def2-TZVPD basis

Structure (XYZ):
```
27
Properties=species:S:1:pos:R:3:lowdin_charge:R:1
O -1.793 -2.526 -0.865 -0.04
H -1.702 -1.636 -0.438 0.00
H -0.940 -2.780 -0.999 -0.06
O -0.066 -1.564 2.787 -0.04
H -0.232 -0.719 2.352 -0.01
H -0.457 -1.403 3.658 0.04
O -2.130 -0.030 0.445 -0.05
H -2.648 0.048 1.396 0.18
H -2.707 0.424 -0.069 0.01
O -0.809 -0.098 -3.048 -0.12
H -0.780 0.671 -3.670 0.04
H -0.730 0.439 -2.150 0.07
O 0.475 -0.398 -0.114 -0.11
H -0.246 -0.133 0.490 0.00
H 1.345 0.118 0.059 0.05
O 1.401 -2.530 -1.385 -0.18
H 1.144 -1.605 -0.878 0.03
H 1.185 -2.366 -2.355 0.05
O 0.573 2.900 -0.913 -0.08
H 0.256 2.397 -0.136 -0.02
H 0.682 3.797 -0.549 0.04
O -0.421 2.179 1.732 -0.07
H -1.186 1.633 2.076 0.05
H 0.146 2.207 2.544 0.08
O 2.983 0.686 0.092 -0.05
H 3.083 0.077 -0.720 0.11
H 3.574 0.210 0.659 0.05
```

The calculation puts the molar mass at 162.14 g mol⁻¹. The SMILES is O.O.O.O.O.O.O.O.O. The LUMO energy is -0.761 eV. As for the total charge: 0. The relative energy (zero: lowest compared OMol25 entry of this formula, charge and spin) is 365.70 kJ/mol.

---

Let's list total energy in order: -687.8925 -687.8694 -687.9201 -687.8725 -687.8531 -687.8865 hartree.
Let's list E_HOMO in order: -10.84 -10.93 -10.10 -9.88 -9.65 -10.04 eV.